Molecular formula: C72H152F6N8O4P
Method: DFT, the ωB97M-V functional and the def2-TZVPD basis

Its spin multiplicity is 2. For the HOMO energy (alpha / beta), the calculation gives -18.060 / -18.996 eV. As for the charge: +6. Its HOMO-LUMO gap (alpha / beta) is 3.96 / 4.90 eV.

XYZ file:
```
243
Properties=species:S:1:pos:R:3:forces:R:3:lowdin_charge:R:1
H -4.97205 0.06086 2.96159 0.015 0.039 -0.213 0.09
H -2.31778 0.24950 7.82712 0.559 0.052 0.213 0.13
H 0.64373 0.43272 4.17788 -0.266 -0.122 -0.157 0.07
H -6.09367 -1.50129 -1.01350 0.007 -0.121 -0.087 0.12
H 0.28084 -5.29834 5.57232 -0.287 -0.067 -0.142 0.10
H 6.40111 -2.86785 3.00242 0.324 0.406 -0.156 0.12
H 2.75416 -4.77471 3.86015 -0.040 0.005 -0.301 0.11
H -3.22642 0.29847 2.70138 -0.096 -0.031 -0.386 0.08
H 3.41397 4.44403 -9.81085 -0.045 -0.111 -0.149 0.12
C 2.65773 4.22050 0.54358 -0.371 0.801 -0.777 -0.02
C 0.22027 -7.39621 -3.56597 0.037 -0.212 -1.209 -0.24
C -3.80857 4.98877 -3.57931 -1.553 -0.348 1.081 -0.11
H -7.13748 -1.75229 3.14021 -0.592 -0.253 -0.060 0.11
H -7.33615 -0.27150 2.21134 0.456 0.053 -0.058 0.09
C -7.20409 -3.33835 0.53832 -0.220 -0.049 0.760 0.01
H 5.59767 -2.18219 -2.97517 -0.266 0.037 -0.354 0.09
H 4.04124 1.59137 -7.33468 0.046 -0.096 0.458 0.13
C -4.00138 -1.31143 1.52834 1.405 -0.550 -1.501 -0.40
O -5.13992 -3.37808 2.49775 0.460 6.705 -5.912 0.18
C -0.25539 -5.85416 2.74785 -2.738 1.470 -1.621 -0.43
C -3.38806 3.53881 8.15737 -0.313 -0.450 1.055 -0.05
H 6.89984 1.08975 1.20333 -0.269 0.180 -0.102 0.13
C -0.14670 -4.98384 -3.19646 0.197 0.522 -0.506 -0.10
H 5.16884 0.75634 -0.63704 -0.158 -0.088 -0.251 0.11
H 3.38174 -1.34617 -1.46375 0.536 0.718 -0.162 0.07
H 0.52743 5.44857 2.80216 0.087 -0.333 0.266 0.13
H 2.69613 5.21979 0.10993 -0.041 -0.007 -0.079 0.11
H 1.64576 -6.34750 5.59236 0.557 0.418 -0.155 0.13
C 5.85042 -1.19956 -2.57684 -0.258 -1.890 0.413 -0.01
H -8.21848 -3.20238 0.16332 0.056 0.759 0.004 0.10
H 3.54778 6.02705 2.34335 -0.107 -0.291 -0.362 0.14
N 6.59182 -2.42935 -0.46591 -3.467 -6.424 -1.572 0.14
H 0.91985 -8.73377 -5.21232 -0.098 0.415 0.030 0.09
C -4.12733 -0.36388 0.30227 0.906 0.605 -0.151 -0.15
H 9.10837 -3.03538 0.41184 -0.101 0.236 -0.110 0.10
H -1.20528 -6.61306 0.71029 0.109 1.125 0.148 0.07
C -2.75374 2.97039 -2.71565 0.207 -0.510 -1.601 -0.12
H -2.25713 -6.58258 3.63129 0.604 -0.481 -0.270 0.10
H -2.68118 2.62694 2.23561 0.197 -0.038 -0.097 0.05
C -4.91373 2.75295 10.02550 0.736 -1.406 -0.689 -0.11
H -0.10906 -2.21196 -5.23849 -0.259 0.120 -0.257 0.12
C 5.53406 2.87833 -5.34756 -1.191 -0.060 -0.901 0.05
C -1.72373 4.60068 2.04145 0.363 -1.509 -0.477 -0.21
H 1.88786 3.62176 0.05687 0.319 0.058 -0.345 0.08
H 2.37952 3.12123 -9.28892 -0.210 0.133 -0.031 0.11
H 3.66495 4.12243 -2.58157 -0.220 -0.167 0.206 0.11
N -2.88088 2.12944 8.71446 -0.910 0.354 -3.842 -0.24
F 0.96575 -0.03245 -1.86704 1.586 0.709 -1.019 -0.16
H -3.68325 3.49804 7.10889 -0.343 -0.947 0.116 0.11
H 4.03712 -2.85479 -1.07151 0.381 -0.159 0.062 0.09
H 4.59528 1.96748 -2.78172 -0.184 -0.277 0.278 0.10
H 1.55948 -6.76227 3.19618 0.256 -0.054 -0.067 0.13
H -2.01023 0.63643 4.67790 -0.345 0.564 -0.045 0.09
H -2.55380 -2.54896 0.42073 -0.311 -0.897 0.476 0.09
H 7.84643 -0.64474 2.28442 -0.131 -1.019 0.255 0.15
H -7.33957 -0.44014 -0.41886 -0.690 -0.910 0.429 0.14
H -0.92793 -1.65719 -2.98558 -0.442 0.159 -0.595 0.10
H -2.68499 2.23224 -1.91658 0.530 -0.159 -0.197 0.11
C 4.22123 2.46129 -10.11597 0.683 0.264 0.246 -0.09
C 3.54633 1.53197 -4.59994 0.956 1.261 -1.344 -0.09
C -4.64775 3.91803 9.04845 0.747 0.024 0.028 -0.12
C 1.02357 -8.55683 -4.14180 1.426 -0.336 0.836 -0.10
H -1.52111 0.84780 -3.68367 -0.157 -0.053 0.231 0.07
H -1.94852 2.69004 6.00455 0.100 0.415 0.110 0.11
C -2.65207 -2.09999 1.40910 -0.286 1.158 0.190 0.00
C 5.61487 -1.30823 -1.03271 0.480 0.839 -1.623 -0.34
O 6.49950 -3.63327 -1.03818 1.087 7.701 3.262 0.19
H -2.00640 2.77145 10.49462 0.228 -0.125 0.146 0.12
C -7.40362 -1.35817 2.15943 -0.096 0.541 0.625 0.01
H 2.86657 1.37167 -2.65187 0.371 0.096 0.632 0.10
H 4.93027 4.01095 -7.85232 0.362 -0.755 -0.033 0.12
H -5.52307 0.95747 -0.71246 0.114 -0.315 -0.259 0.11
H -3.00125 -4.02486 -3.40458 0.399 -0.032 0.243 0.11
H -1.89352 5.63107 1.72910 -0.437 -0.139 -0.270 0.12
F 0.65815 1.89305 -0.59984 0.680 -0.736 -0.004 -0.17
H 4.39844 4.20424 4.28757 0.009 -0.154 0.007 0.12
H -0.21288 3.05860 1.73515 -0.089 -0.008 -0.062 0.08
C 3.55458 2.49240 -6.96131 0.569 1.719 1.298 -0.08
F 1.95363 0.12715 0.34259 -0.049 0.124 -1.528 -0.16
H -7.35357 -4.06549 1.33645 0.236 0.311 0.395 0.09
H -2.50276 4.16383 8.04037 -0.115 0.373 1.042 0.12
C 4.23581 4.07899 3.21707 1.215 0.409 0.541 -0.15
H -5.00666 1.10397 -4.50470 -0.060 -0.195 -0.091 0.10
N 0.28006 -4.44360 2.35054 -1.505 1.188 -3.611 -0.01
C -1.26113 -2.69490 -3.00096 0.352 -0.955 0.388 -0.08
H 8.03804 -4.35183 0.79698 -0.056 0.011 0.454 0.09
H 2.49193 -1.85318 3.27185 -0.072 -0.362 0.347 0.09
C 6.43682 0.13434 0.95652 -0.035 -0.436 1.266 -0.20
H -3.49077 0.94482 6.86572 -0.474 0.921 0.272 0.12
H -4.80893 5.15019 -6.91607 0.221 -0.223 0.117 0.11
C -1.17021 0.89318 5.32329 0.461 -2.567 -0.021 -0.27
H -0.87822 -3.19582 4.76633 0.357 -0.655 -0.225 0.07
C -6.55037 -1.96418 1.06817 0.003 -1.035 -2.957 -0.40
C -4.30332 5.38113 -5.97845 0.526 -0.565 0.377 0.01
C -2.00152 1.27334 -4.56471 -0.190 0.186 0.481 -0.01
H 4.04232 4.77222 -4.79361 -0.137 -0.010 0.164 0.13
H 0.90615 5.87760 1.19767 -0.194 -0.263 -0.355 0.14
H -8.43245 -1.51221 1.83405 -0.039 -0.452 0.477 0.12
H 2.54545 -3.05183 1.92261 0.176 -0.105 0.180 0.07
C 7.48060 -0.89758 1.28925 1.352 0.542 -1.607 -0.14
H 4.32007 2.22734 2.06137 0.041 -0.138 0.189 0.09
H -1.73353 -5.15121 4.40257 0.807 -0.026 0.073 0.06
H -2.95559 3.38397 0.63992 0.036 0.013 0.018 0.05
F -1.03390 0.42286 -0.96241 -0.178 0.357 0.067 -0.19
H -4.97132 1.60830 -2.85268 0.288 0.112 0.048 0.06
H -4.62169 3.01890 11.04142 0.338 -0.236 -0.124 0.12
H 2.20965 -3.89266 5.25067 -0.076 0.836 -0.337 0.11
C 0.72113 -5.97707 -3.99375 -0.839 -0.027 0.802 -0.16
H 0.20343 -3.81350 -5.83796 -0.129 -0.356 0.393 0.13
H -4.56936 4.80787 9.67305 0.595 0.145 -0.341 0.12
H 3.71049 -1.70969 0.19870 0.429 0.237 0.099 0.06
C -4.02359 -0.44159 2.77167 -0.195 -0.229 1.307 0.00
H -6.33062 4.87169 -4.21738 -0.247 -0.008 -0.352 0.12
C 3.33740 3.94413 -4.71979 0.370 -0.408 -0.057 -0.06
C 8.31270 -3.33914 1.09210 -0.509 0.639 -0.393 0.01
H -1.43294 -2.91757 -1.94787 0.692 -0.455 0.064 0.12
H 8.31882 -0.61928 0.65046 0.500 -0.449 -0.105 0.13
H -0.74583 -7.63247 -4.01200 -0.577 0.859 0.347 0.11
H -0.97988 -0.08592 5.76291 0.314 -0.281 0.169 0.11
H -1.82046 -1.39793 1.34872 -0.216 0.629 0.153 0.07
H -0.72860 -7.76963 1.76750 0.438 -0.148 0.533 0.09
H 3.64048 3.77388 0.39247 -0.063 -0.161 0.596 0.11
H 0.20977 -7.39052 4.05784 -0.206 -0.100 -0.145 0.14
C 3.77065 2.65265 2.90122 -1.751 0.867 -0.500 -0.11
C -6.41558 -0.94341 -0.13415 -0.227 -0.144 -0.444 -0.12
N 3.99321 2.77319 -5.46981 0.618 -1.154 1.114 -0.24
O -3.72569 2.59091 -6.39235 1.364 3.254 7.225 0.21
C 3.10073 3.44802 -3.22571 -0.066 1.106 -1.400 -0.12
H -3.22427 5.49662 -6.08057 -0.091 0.416 -0.610 0.10
H -2.41498 -2.65187 2.31866 -0.332 -0.733 -0.530 0.07
H -2.26008 -4.36940 -5.68642 0.174 -0.299 0.563 0.12
C 4.12262 -1.80102 -0.80625 0.571 -0.627 0.329 0.01
H -0.29137 1.83733 3.63008 0.419 0.270 0.053 0.05
C -0.08035 -2.69638 4.21671 0.318 0.436 -0.562 -0.03
H -6.38744 3.73212 -5.65129 0.093 0.383 -0.038 0.12
C -1.50089 1.79778 6.44228 -2.142 1.217 1.624 -0.19
H -4.04401 0.19655 -3.39179 0.601 0.263 0.083 0.09
H 2.50479 2.30822 -6.73296 -0.222 0.129 -1.039 0.12
H 5.10521 -2.13153 2.00507 0.188 0.083 -0.004 0.07
F -0.05608 0.51912 1.11964 -0.509 0.053 -0.104 -0.17
H -1.79772 3.39242 -3.02551 0.385 0.033 0.758 0.12
H 0.44171 -2.09233 4.95878 0.390 -0.165 0.088 0.08
H 0.08922 -4.96863 -2.13240 0.246 0.007 0.011 0.13
H -6.07853 3.14576 -4.04209 -0.093 0.104 0.121 0.08
F 0.19035 -1.33820 -0.30681 0.601 0.543 0.864 -0.17
H -6.71793 -3.92433 -0.24167 0.722 0.664 -0.090 0.09
H 6.85883 0.49946 -1.05908 -0.026 -0.226 -0.263 0.13
H -4.72143 6.30887 -5.58783 0.039 -0.058 -0.008 0.11
C -0.40847 -3.25441 -5.13008 -0.661 0.133 0.768 -0.08
C 7.08102 -2.36586 1.00717 2.461 0.589 0.292 -0.41
N -0.05741 -3.49092 -3.64142 -0.721 -0.095 -0.452 -0.21
H -0.47913 4.10960 0.32992 -0.202 -0.365 -0.052 0.11
H -1.18952 -5.29686 -3.24777 -0.043 0.289 -0.304 0.12
H 4.49031 1.58523 -9.52588 -0.655 -0.490 -0.134 0.06
C -1.63883 2.24607 9.61315 -1.765 0.160 -0.309 0.05
H 0.82665 -9.51571 -3.66236 -0.592 0.114 0.084 0.08
N -3.61396 3.10927 -5.16120 -3.151 -4.195 -5.930 0.11
H 3.42474 4.60270 -7.47959 -0.559 -0.067 0.088 0.11
C 0.04360 1.28148 4.50582 -0.109 0.158 0.267 -0.08
C 3.41320 3.46421 -9.33332 -0.040 0.272 1.183 -0.24
H 3.80532 1.99303 3.76828 0.108 0.003 -0.175 0.12
O -0.18022 -3.91191 1.08753 1.892 -1.830 5.254 -0.11
C 6.02121 0.09248 -0.49265 -0.514 -0.563 0.979 -0.12
H 5.86754 2.05161 -5.97480 0.515 -0.007 0.444 0.11
H 1.23607 -1.91285 2.03264 0.228 0.266 -0.196 0.05
H 2.07522 -3.37533 -4.00359 -0.150 0.374 -0.019 0.11
H 2.43359 4.26534 -5.23751 -0.050 -0.324 0.033 0.13
H 1.50621 -3.13269 -2.30231 0.350 -0.307 -0.028 0.10
H 2.07782 -8.43083 -3.89528 0.281 0.147 -0.357 0.07
C 1.91276 -2.52042 2.63353 -1.489 -0.326 -0.727 -0.05
H 0.60626 -5.82427 -5.06686 -0.039 -0.128 -0.023 0.11
C -4.34039 1.21346 -3.64900 -1.086 0.382 -1.087 0.00
C -0.41421 4.08171 1.41763 0.246 0.782 -0.162 -0.21
C 5.99346 -2.76323 1.99694 -0.865 -1.396 -0.844 0.01
H -2.85910 5.49795 -3.74469 0.063 -0.251 -0.383 0.13
H 5.21519 4.29911 2.79224 -0.099 -0.067 -0.249 0.12
H 5.22144 2.84100 -10.32456 -0.147 0.347 -0.543 0.09
H -2.37932 0.44122 -5.15879 0.085 0.226 -0.243 0.09
C -5.47861 0.21794 0.08705 -0.560 -0.286 0.882 -0.19
C -3.72550 4.06008 -2.35217 -0.266 -0.177 -1.227 -0.17
H -0.87173 2.86444 9.14700 -0.107 -0.346 -0.109 0.10
H -4.68390 3.57759 -2.16041 -0.328 0.220 -0.051 0.11
H 1.51312 2.96863 3.21780 0.610 -0.926 0.763 0.10
H 2.72419 5.41629 3.76516 -0.688 0.071 -0.393 0.13
C 1.34198 -2.89748 -3.35388 -1.958 -0.714 1.221 0.03
C 1.85528 -4.42598 4.36857 -0.731 -0.433 0.256 -0.11
H -5.50669 4.12757 8.41094 0.138 -0.304 -0.159 0.11
C -2.84911 3.56653 1.70924 0.108 1.555 0.729 -0.07
C -2.50932 -3.13877 -3.80575 0.660 0.284 -0.934 -0.13
H -3.52380 4.61913 -1.43845 0.506 -0.086 -0.118 0.12
H -3.77353 -0.77973 -0.64113 -0.092 -0.736 0.065 0.12
H 1.76672 -5.81051 -3.73473 0.133 -0.293 -0.035 0.11
C 3.57649 2.01981 -3.16570 0.083 -0.793 -0.632 -0.18
H 8.74692 -3.27649 2.08992 -0.287 -0.225 0.043 0.11
H 5.70652 -0.08388 1.73571 -1.018 0.612 -0.503 0.10
H -3.56846 0.79685 10.05251 -1.016 -0.167 0.554 0.13
H 5.69587 -3.77461 1.72010 -0.354 -0.112 0.119 0.10
H -4.51667 5.76136 -3.27963 0.020 0.280 -0.424 0.13
H -5.84709 0.77103 0.95101 0.209 0.141 0.259 0.11
H 4.24990 0.74852 -4.88152 -0.186 -0.185 0.245 0.12
H -2.32825 -2.72670 -5.99473 0.026 0.350 0.237 0.11
H 0.12285 -7.42050 -2.48060 0.141 -0.222 0.029 0.11
H -3.30511 -2.39417 -3.82564 0.250 0.289 0.057 0.10
H -1.20217 1.80948 -5.07627 -0.307 0.191 -0.260 0.09
H -0.58810 -1.94759 3.60875 -0.029 -0.028 -0.455 0.05
C -3.16754 2.15469 -4.04852 0.945 -0.120 1.432 -0.37
H -1.33976 1.22739 9.85998 0.236 0.227 -0.016 0.11
C 1.09946 -5.65787 4.94887 -0.544 0.717 -1.693 -0.14
C -1.66946 -5.68210 3.45276 -0.403 0.735 -1.019 -0.02
H -3.76149 4.00655 2.11178 -0.324 -0.290 -0.254 0.08
H 6.88157 -1.06373 -2.90300 0.014 0.506 0.402 0.11
H -1.58418 4.65252 3.12124 -0.108 -0.086 0.144 0.11
C 3.18294 5.11843 2.82233 -0.627 -1.047 0.180 -0.06
H 1.91634 2.12008 1.74426 0.096 0.399 -0.268 0.10
C -4.44119 4.31684 -4.85516 1.871 2.307 -0.140 -0.46
H 2.54216 1.27129 -4.93426 0.016 0.043 0.033 0.13
H 5.16534 -0.46614 -3.00209 0.188 0.078 0.198 0.07
C -5.91018 3.99312 -4.70673 -0.343 -1.282 0.723 0.03
H -3.78614 -1.01707 3.66641 -0.118 -0.272 -0.008 0.10
N -5.16689 -2.29446 1.57658 -0.863 -4.651 6.140 0.15
C -4.10729 1.49679 9.41389 0.726 1.931 0.660 -0.05
N 2.17974 4.32652 1.94340 0.440 -0.022 -0.917 -0.22
C 0.64777 -6.45542 3.70876 1.718 -1.702 1.707 -0.19
H 3.65877 2.23967 -11.02295 0.508 -0.392 -0.016 0.09
H 0.68281 1.84599 5.18467 0.215 0.421 -0.406 0.08
H -2.30150 -5.08510 2.79533 -0.057 0.073 -0.297 0.06
C 2.28523 2.85824 2.45639 -0.804 1.257 0.962 -0.08
H 5.85862 2.85425 -4.30728 -0.169 -0.276 -0.163 0.10
P 0.49916 0.27121 -0.38380 -2.223 -0.823 1.379 0.21
H -5.98012 2.53571 10.08639 0.119 -0.218 -0.113 0.12
C -0.41025 -6.78100 1.43681 0.010 0.171 1.291 -0.01
H -0.66688 2.13505 7.05773 0.364 -0.286 -0.335 0.11
C 0.96691 -3.50997 3.35462 0.299 -1.180 1.842 -0.39
C 3.88729 3.69454 -7.86612 -0.687 0.130 -0.222 -0.17
H 5.88939 3.80768 -5.79271 -0.262 -0.030 -0.001 0.11
H -3.40670 0.44265 0.43755 0.270 -0.105 0.503 0.11
H -4.70516 0.98681 8.65853 0.145 0.062 0.118 0.12
C -1.96554 -3.42112 -5.23688 0.912 0.236 -0.412 -0.11
H 0.54393 -6.90132 0.92380 0.006 0.172 0.057 0.08
H 1.24792 -1.81192 -3.32529 0.207 -0.076 -0.798 0.07
C -2.59534 1.22252 7.42177 1.264 0.131 0.630 -0.08
C 0.70681 5.00666 1.82204 2.223 -0.200 1.416 -0.05
H 2.03759 3.49307 -2.98944 0.069 0.231 0.036 0.11
```
Positions in Å, forces in eV/Å.